Entry 1:
The following is a quantum chemistry calculation of a 2-piece molecular cluster, CH5NS overall in a non-equilibrium geometry, from OMol25.

Properties
DFT total energy = -493.96945 a.u.
ΔE to the lowest compared entry with this formula, charge and spin = 25.4 kcal/mol
LUMO = 0.95 eV
Highest occupied orbital energy = -9.4 eV
SMILES = C=N.S
Total charge = 0
Gap between HOMO and LUMO = 0.3792 Ha

```
8
CH5NS (the ωB97M-V functional and the def2-TZVPD basis)
S 1.242 1.608 -0.329
H 0.631 1.122 -1.473
C -1.143 -2.238 0.581
N -1.585 -1.062 0.287
H -0.067 -2.124 0.762
H -1.750 -3.122 0.453
H 1.749 0.349 -0.218
H -2.323 -1.162 -0.424
```

=====

Entry 2:
The following is a quantum chemistry calculation of a 7-piece molecular cluster, C12H39NO8 overall in a non-equilibrium geometry, from OMol25.

Properties
DFT total energy = -1137.10016 a.u.
ΔE to the lowest compared entry with this formula, charge and spin = 99.8 kcal/mol
LUMO = 0.51 eV
Highest occupied orbital energy = -8.7 eV
SMILES = COCCNCCOC.CO.CO.CO.CO.CO.CO
Total charge = 0
Gap between HOMO and LUMO = 0.3398 Ha

```
60
C12H39NO8 (the ωB97M-V functional and the def2-TZVPD basis)
C 0.249 1.026 3.627
O -0.732 0.497 2.785
C -2.066 0.888 3.150
C -2.928 0.551 1.967
N -2.427 1.154 0.725
C -2.414 2.624 0.744
C -1.603 3.190 -0.363
O -0.187 2.934 -0.172
C 0.472 3.247 -1.388
H 0.142 2.141 3.597
H 1.264 0.756 3.349
H 0.147 0.753 4.694
H -2.066 1.898 3.508
H -2.364 0.308 3.983
H -3.984 0.809 2.125
H -2.799 -0.528 1.902
H -1.427 0.923 0.642
H -1.968 2.993 1.629
H -3.456 2.991 0.760
H -1.791 4.300 -0.415
H -1.998 2.743 -1.354
H 0.384 2.353 -1.988
H 1.512 3.385 -1.159
H 0.222 4.144 -1.909
C 0.804 -3.584 1.824
O -0.406 -2.994 2.299
H 1.560 -2.781 1.671
H 1.152 -4.296 2.632
H 0.724 -4.075 0.828
H -0.303 -2.798 3.189
C 3.017 1.926 -4.375
O 2.734 1.404 -3.057
H 3.702 2.709 -4.327
H 3.401 1.113 -5.018
H 2.050 2.271 -4.827
H 2.145 0.634 -3.189
C 4.493 0.320 -0.175
O 4.001 1.671 -0.357
H 4.272 -0.264 -1.091
H 5.574 0.330 -0.092
H 3.976 -0.192 0.666
H 3.639 1.676 -1.256
C -2.228 -1.357 -2.372
O -0.958 -1.959 -2.001
H -3.018 -2.033 -2.151
H -2.469 -0.466 -1.845
H -2.178 -1.190 -3.427
H -0.986 -2.341 -1.107
C -1.921 -4.744 -0.181
O -2.356 -3.410 -0.060
H -2.769 -5.319 -0.643
H -1.093 -4.782 -0.905
H -1.690 -5.187 0.777
H -1.990 -3.086 0.786
C 1.302 -0.551 -0.146
O 1.076 -0.136 -1.478
H 0.442 -0.331 0.542
H 1.590 -1.595 -0.077
H 2.098 0.078 0.289
H 0.429 -0.742 -1.788
```

=====

Question: The lowest ΔE to the lowest compared entry with this formula, charge and spin belongs to which entry?
Answer: CH5NS

=====

Question: Which value of total charge does entry 2 give?
Answer: 0

=====

Question: Which of these has the lowest LUMO?
Answer: C12H39NO8